C4H11NO | ωB97M-V/def2-TZVPD

Computed properties:
Kohn-Sham gap = 10.39 eV
E_LUMO = 1.01 eV
Charge = 0
HOMO energy = -9.38 eV
Relative energy (zero: lowest compared OMol25 entry of this formula, charge and spin) = 75.2 kcal per mole
E = -7861.2922 eV
SMILES string = C=CC.CNO

XYZ file:
```
17
Properties=species:S:1:pos:R:3:mulliken_charge:R:1
C 1.8604 -0.4582 -0.4846 -0.713
N 1.4591 0.8034 0.1218 -0.233
O 2.6745 1.5302 0.5182 -0.486
H 2.6908 1.4859 1.4836 0.311
H 1.0653 1.4115 -0.5940 0.194
H 2.3099 -1.0792 0.2949 0.252
H 2.5740 -0.3267 -1.3024 0.357
H 0.9601 -0.9408 -0.8689 0.249
C -1.7165 -1.3417 0.4647 -0.974
C -1.3988 0.1056 0.2936 0.081
C -2.0008 0.9127 -0.5595 -0.784
H -0.5066 0.5117 0.8692 0.390
H -2.4660 -1.6712 -0.2513 0.308
H -0.8252 -1.9505 0.3359 0.235
H -2.0969 -1.5293 1.4770 0.288
H -1.7991 1.9711 -0.5813 0.288
H -2.7842 0.5653 -1.2168 0.237
```